Record 1
DFT (the ωB97M-V functional and the def2-TZVPD basis) results for the molecule CH2Cl2FN in a non-equilibrium geometry.

Output
HOMO level, eV: -10.4
Multiplicity: 1
HOMO-LUMO gap, eV: 10.18
Structure (SMILES): FCN(Cl)Cl
Energy above the lowest of the compared OMol25 structures with the same formula, charge and spin, kJ/mol: 223.6

The geometry in XYZ format:
```
7
Properties=species:S:1:pos:R:3:forces:R:3
F 0.74320 0.15178 1.52221 -1.6 -0.2 -1.0
C -0.16937 -0.20789 0.49243 2.4 1.2 -1.0
N -0.75744 -1.49391 0.83129 -1.3 0.3 -0.6
Cl -1.56673 -1.90976 -0.70972 0.0 0.0 0.7
Cl 0.48026 -2.63901 1.10124 0.3 -0.2 0.1
H 0.45960 -0.35915 -0.42724 -0.3 0.3 0.8
H -0.88718 0.64008 0.23526 0.5 -1.4 1.1
```
Positions in Å, forces in eV/Å.

=====

Record 2
DFT (the ωB97M-V functional and the def2-TZVPD basis) results for the molecule C26H29N3O2.

Output
HOMO level, eV: -8.6
Multiplicity: 1
HOMO-LUMO gap, eV: 9.27
Structure (SMILES): Cc1ccccc1CN1CCC(Oc2ccc(C(=O)NCc3ccccn3)cc2)CC1
Energy above the lowest of the compared OMol25 structures with the same formula, charge and spin, kJ/mol: 52.0

The geometry in XYZ format:
```
60
Properties=species:S:1:pos:R:3:forces:R:3
C 3.47578 -1.22892 6.41945 0.1 0.0 0.0
C 2.12400 -1.36567 7.04823 0.0 0.0 0.0
C 1.95788 -1.14485 8.40850 0.0 0.0 0.0
C 0.72017 -1.27694 9.01304 -0.1 0.0 0.1
C -0.37814 -1.63659 8.25408 -0.1 0.0 0.1
C -0.22579 -1.85679 6.89657 0.0 0.0 0.0
C 1.01211 -1.72702 6.28228 -0.1 -0.1 0.0
C 1.14173 -1.96828 4.80110 0.0 0.1 0.0
N 1.52239 -0.74543 4.10418 0.0 -0.1 0.0
C 1.92763 -0.94702 2.73030 0.0 -0.1 -0.2
C 0.75995 -1.21805 1.77077 0.0 0.3 0.0
C -0.24273 -0.06408 1.85352 0.3 -0.2 0.3
O -1.41351 -0.32564 1.09206 -0.2 0.0 0.0
C -1.41458 -0.17167 -0.25305 -0.1 0.0 -0.3
C -2.62280 -0.47789 -0.88878 0.1 0.0 0.2
C -2.74922 -0.34859 -2.25140 0.1 0.0 -0.1
C -1.67158 0.07082 -3.03120 0.0 0.1 0.3
C -1.87440 0.19850 -4.50013 0.2 -0.1 0.0
O -2.95021 0.48595 -4.99167 -0.3 0.1 0.0
N -0.77854 -0.06372 -5.25444 0.3 -0.1 -0.1
C -0.77710 0.08409 -6.69354 -0.2 0.1 -0.1
C -0.08375 1.35714 -7.10844 -0.1 0.0 0.0
C -0.59967 2.59602 -6.73688 0.1 0.1 -0.1
C 0.08277 3.73732 -7.11862 0.0 -0.1 0.0
C 1.25026 3.60277 -7.85614 0.0 -0.1 0.0
C 1.67980 2.32397 -8.17217 0.2 0.4 -0.1
N 1.03615 1.22871 -7.80537 0.0 -0.5 0.0
C -0.47771 0.39126 -2.39767 -0.3 -0.1 -0.2
C -0.34510 0.27515 -1.02526 0.1 0.0 0.4
C -0.68425 0.11829 3.30490 0.2 0.1 -0.3
C 0.54462 0.31918 4.20255 -0.2 0.1 0.0
H 3.41489 -0.59527 5.53804 0.1 0.0 0.0
H 3.84441 -2.20542 6.10427 0.1 -0.1 -0.1
H 4.18710 -0.80537 7.12380 0.1 0.0 0.0
H 2.81459 -0.86476 9.00533 0.1 0.0 0.0
H 0.61477 -1.09984 10.07331 0.0 0.0 0.1
H -1.34941 -1.74354 8.71397 -0.1 0.0 0.0
H -1.08554 -2.13659 6.30309 -0.1 0.0 -0.1
H 1.93664 -2.69927 4.62252 -0.1 0.0 -0.1
H 0.20048 -2.39818 4.42469 0.1 -0.1 0.0
H 2.44666 -0.03661 2.40821 0.1 -0.1 -0.1
H 2.64089 -1.77359 2.69192 0.0 0.1 0.0
H 1.13379 -1.33480 0.75248 0.0 -0.1 0.0
H 0.25109 -2.14335 2.04748 -0.1 0.0 0.0
H 0.22998 0.86751 1.50804 -0.1 -0.1 0.0
H -3.44851 -0.80925 -0.27925 -0.1 0.0 0.1
H -3.68399 -0.57162 -2.74247 -0.1 0.0 0.0
H 0.09797 -0.28031 -4.80978 -0.1 0.0 0.1
H -1.82683 0.11275 -7.00099 0.2 -0.1 0.0
H -0.27393 -0.76793 -7.15627 -0.1 0.1 0.0
H -1.51555 2.64820 -6.16859 -0.1 0.0 0.1
H -0.28948 4.71569 -6.85039 0.0 0.1 0.0
H 1.81093 4.46697 -8.17697 0.1 0.1 0.0
H 2.58443 2.16062 -8.74385 0.1 0.1 0.0
H 0.36247 0.76870 -2.96450 0.1 0.0 0.0
H 0.59640 0.54447 -0.57252 0.1 0.0 0.1
H -1.34918 0.97854 3.38359 -0.1 0.0 0.0
H -1.24267 -0.76588 3.61421 -0.1 -0.1 0.0
H 1.04719 1.24966 3.91592 -0.1 0.0 0.1
H 0.23541 0.40757 5.24545 0.0 0.1 -0.1
```
Positions in Å, forces in eV/Å.

=====

Record 3
DFT (the ωB97M-V functional and the def2-TZVPD basis) results for the molecule C5H7NO3 in a non-equilibrium geometry.

Output
HOMO level, eV: -8.7
Multiplicity: 1
HOMO-LUMO gap, eV: 9.13
Structure (SMILES): N[C@H]1CC(=O)C(O)=C1O
Energy above the lowest of the compared OMol25 structures with the same formula, charge and spin, kJ/mol: 257.9

The geometry in XYZ format:
```
16
Properties=species:S:1:pos:R:3:forces:R:3
N 0.42686 1.12849 0.71460 1.4 1.8 3.3
C 0.04335 0.36032 -0.38005 -1.8 -2.5 0.9
C 1.05716 -0.68340 -0.80138 1.6 -0.9 -1.9
C 0.48987 -2.07106 -0.49704 -1.8 1.4 0.9
O 1.04714 -3.11699 -0.55094 0.9 -1.2 -0.3
C -0.92831 -1.85378 -0.10511 -1.5 0.8 0.9
O -1.72706 -2.91717 0.25090 3.8 -0.5 0.3
C -1.17193 -0.52418 0.09647 1.2 -1.3 -1.0
O -2.29347 0.03098 0.59882 1.0 2.6 -1.0
H 0.84634 2.04975 0.55330 -0.2 -0.8 -0.1
H 0.90384 0.64536 1.53831 -1.0 0.8 -1.9
H -0.39135 0.99962 -1.10954 0.2 0.6 -1.1
H 2.02308 -0.49696 -0.20990 -1.1 -0.4 -1.4
H 1.19261 -0.84371 -1.96136 0.3 1.0 2.1
H -2.64033 -2.93383 0.16671 -2.5 1.0 -0.6
H -2.15168 1.04156 0.41620 -0.6 -2.5 0.9
```
Positions in Å, forces in eV/Å.

=====

Record 4
DFT (the ωB97M-V functional and the def2-TZVPD basis) results for a cluster of 2 separate species, C39H44N2O9S2 in total in a non-equilibrium geometry.

Output
HOMO level, eV: -6.6
Multiplicity: 1
HOMO-LUMO gap, eV: 4.69

The geometry in XYZ format:
```
96
Properties=species:S:1:pos:R:3:forces:R:3
C 5.64213 -4.95376 -1.90675 0.1 0.7 0.1
O 6.20703 -3.66108 -1.58500 -0.1 -0.4 -0.7
C 5.36306 -2.59906 -1.56067 -0.1 0.7 0.7
C 4.00470 -2.66872 -1.88324 -0.3 -0.4 0.3
C 3.13988 -1.73365 -1.32644 0.2 0.4 -0.4
C 1.65199 -1.97294 -1.31347 -0.2 -0.1 -0.3
C 1.22508 -2.47960 0.08116 0.5 0.2 0.6
C 1.68781 -3.89935 0.37573 1.7 -0.6 0.6
O 2.85546 -4.30452 0.48758 -2.1 0.8 -0.4
N 0.57610 -4.65718 0.58005 0.4 0.2 -0.2
C 0.69228 -6.08591 0.75258 -0.3 -0.3 0.1
C -0.68300 -3.98456 0.27491 -0.3 -0.6 -0.3
C -1.22074 -4.44764 -1.08442 0.1 0.0 -0.2
C -1.73148 -4.31742 1.34411 0.2 0.2 0.2
N -0.22943 -2.57983 0.24961 -0.9 1.4 -0.2
C -0.97112 -1.45545 0.13443 1.2 -0.6 -0.4
C -2.31747 -1.39717 -0.16808 -1.1 -0.3 -0.1
C -3.09395 -0.25519 -0.37351 0.4 -1.4 -0.1
C -4.52203 -0.37171 -0.51373 -1.5 -0.8 -0.2
C -5.36430 0.72229 -0.85374 0.7 -0.1 0.1
C -6.74144 0.56244 -0.97566 -0.1 -0.4 0.0
C -7.32951 -0.70505 -0.82676 0.5 0.3 0.0
C -6.52439 -1.80809 -0.51792 0.2 0.2 0.1
C -5.15958 -1.63515 -0.31882 -0.1 0.3 -0.1
C 3.62451 -0.60717 -0.66049 -0.2 0.3 0.4
C 4.99612 -0.43998 -0.45326 0.2 -0.6 -0.4
O 5.57782 0.52802 0.30181 -0.5 0.4 -0.1
C 4.73496 1.53819 0.89644 0.1 -0.4 -0.3
C 5.88070 -1.41658 -0.97088 -0.4 -0.6 0.7
O 7.21912 -1.31321 -0.72531 0.5 -0.1 0.4
C 7.71375 -1.84359 0.54381 -0.7 0.3 -0.9
H 6.47129 -5.65088 -1.78737 -0.2 0.0 -0.1
H 4.82374 -5.20157 -1.21465 0.2 0.1 -0.2
H 5.27760 -4.96280 -2.94371 0.1 -0.1 0.2
H 3.58687 -3.52256 -2.43050 0.2 0.3 0.5
H 1.10918 -1.03350 -1.51633 0.1 -0.3 0.0
H 1.35592 -2.72475 -2.06852 0.1 0.4 0.2
H 1.64465 -1.80705 0.85286 -0.2 -0.2 -0.3
H 1.74426 -6.32486 0.91764 -0.2 0.1 0.0
H 0.10698 -6.40854 1.61770 0.1 0.0 -0.1
H 0.33762 -6.62327 -0.13526 0.1 0.0 0.1
H -0.43046 -4.42055 -1.84630 -0.2 0.0 0.1
H -1.58531 -5.47785 -0.97730 0.1 0.3 -0.2
H -2.05480 -3.81616 -1.40370 0.2 -0.2 -0.1
H -1.28653 -4.24719 2.34436 -0.2 0.1 -0.2
H -2.59170 -3.64663 1.26944 0.1 -0.2 0.1
H -2.07856 -5.34790 1.18357 0.1 0.3 0.1
H -0.40957 -0.52823 0.24130 0.0 0.1 0.0
H -2.78103 -2.37224 -0.30719 -0.1 0.5 0.2
H -2.62995 0.72151 -0.52600 0.3 0.3 0.4
H -4.90735 1.70217 -1.01128 -0.1 -0.2 0.1
H -7.36078 1.43409 -1.19233 0.2 -0.3 0.0
H -8.40462 -0.83439 -0.94739 0.3 0.1 0.0
H -6.95164 -2.80847 -0.41510 0.0 0.4 0.0
H -4.58921 -2.50545 0.01271 -0.2 0.3 -0.2
H 2.91632 0.12173 -0.25029 0.2 -0.3 -0.1
H 5.41962 2.16686 1.46614 -0.2 -0.1 -0.1
H 4.22566 2.13944 0.12855 0.1 -0.2 0.2
H 3.99098 1.08855 1.57141 0.2 0.1 -0.2
H 8.79297 -1.68426 0.52087 -0.2 -0.1 0.0
H 7.25627 -1.29478 1.37541 0.1 -0.1 -0.1
H 7.47335 -2.91143 0.59133 0.1 0.2 0.1
C -4.22139 3.10677 1.74510 1.1 -0.7 -0.4
O -3.29534 2.12068 1.07683 -1.8 0.3 1.0
C -2.28433 2.47445 0.26524 3.5 1.1 -1.9
S -0.58008 2.69976 0.95977 -2.3 1.3 -0.2
C -0.73295 3.62498 2.50168 0.5 -0.4 0.2
C -0.69386 5.02231 2.54178 0.0 -0.1 0.1
C -0.90289 5.67351 3.75816 0.0 -0.3 -0.1
C -1.14148 4.93067 4.91732 0.1 -0.1 0.0
C -1.08423 3.53347 4.88290 0.0 0.1 -0.1
C -0.86704 2.87689 3.67275 -0.1 0.3 -0.1
O -0.04815 1.39591 1.29858 0.3 -0.4 0.1
O 0.13699 3.55755 0.02721 0.2 -0.8 0.4
S -2.56249 3.99041 -0.71282 -0.6 -0.3 1.5
C -1.34210 4.47496 -1.95067 0.2 -0.2 -0.5
C -0.82671 5.76788 -1.86578 0.1 -0.1 0.0
C 0.12174 6.19952 -2.79970 -0.3 -0.2 0.0
C 0.54957 5.34005 -3.81514 -0.2 -0.1 0.2
C 0.01490 4.04979 -3.90468 -0.3 0.0 0.2
C -0.95736 3.62089 -2.98823 0.2 0.2 0.1
O -3.83058 3.80965 -1.41631 0.4 0.0 0.1
O -2.47241 5.00489 0.32843 -0.5 1.1 -0.7
H -4.87043 2.47054 2.35305 0.2 0.1 -0.1
H -3.61857 3.78068 2.36510 -0.3 0.0 -0.2
H -4.80945 3.64314 0.98760 0.3 -0.1 0.2
H -0.49637 5.59895 1.64179 -0.1 -0.3 0.1
H -0.86055 6.76314 3.79275 -0.1 -0.3 0.0
H -1.34402 5.44494 5.85787 0.1 -0.2 -0.2
H -1.18609 2.94739 5.79620 -0.1 0.2 -0.2
H -0.78607 1.79301 3.61459 -0.1 0.2 0.1
H -1.15388 6.41779 -1.05449 0.1 -0.2 -0.2
H 0.52436 7.21118 -2.71871 -0.1 -0.3 -0.1
H 1.29219 5.67794 -4.54028 -0.2 -0.1 0.2
H 0.35476 3.37453 -4.69521 -0.2 0.2 0.3
H -1.40158 2.62532 -3.04679 0.2 0.3 0.0
```
Positions in Å, forces in eV/Å.

=====

Record 5
DFT (the ωB97M-V functional and the def2-TZVPD basis) results for the molecule C17H17N5 in a non-equilibrium geometry.

Output
HOMO level, eV: -8.0
Multiplicity: 1
HOMO-LUMO gap, eV: 8.46
Structure (SMILES): c1ccc(-c2ncc(-c3c[nH]c([C@H]4CCNC4)n3)cn2)cc1
Energy above the lowest of the compared OMol25 structures with the same formula, charge and spin, kJ/mol: 0.0

The geometry in XYZ format:
```
39
Properties=species:S:1:pos:R:3:forces:R:3
C 6.05287 2.52783 -4.31957 -0.7 -0.3 -0.1
C 5.91875 3.35202 -3.23045 -1.1 -0.5 1.5
C 4.95370 3.02520 -2.24092 0.8 0.3 -0.9
C 4.15305 1.88766 -2.40745 -0.2 0.3 0.8
C 3.12474 1.57594 -1.37373 -1.0 -1.2 0.5
N 2.99816 2.36276 -0.32531 0.3 1.4 0.9
C 2.03444 2.14740 0.56772 -0.4 -0.5 -1.1
C 1.14529 1.09438 0.40652 0.3 -0.6 -0.5
C 0.08011 0.80675 1.32472 -1.5 -0.7 0.7
C -0.15502 1.44421 2.49570 -0.3 -0.8 0.1
N -1.16327 0.75618 3.13542 -0.7 -0.7 -0.4
C -1.57760 -0.26943 2.28710 1.7 1.0 -1.5
C -2.68982 -1.22229 2.51587 -1.3 -0.7 0.7
C -2.64192 -1.91556 3.90045 0.7 0.1 -0.3
C -4.04737 -2.38773 4.16541 0.1 0.1 0.0
N -4.88692 -1.34806 3.58806 -0.8 1.0 -0.1
C -4.15568 -0.61167 2.52587 0.2 -0.5 -0.9
N -0.83059 -0.24987 1.17524 -0.2 0.4 1.1
C 1.38636 0.21272 -0.65308 1.0 1.7 0.2
N 2.35760 0.47791 -1.51884 0.0 -0.7 -0.8
C 4.28670 1.08653 -3.53450 0.0 -0.1 -1.2
C 5.21556 1.43618 -4.51306 -0.3 0.1 0.7
H 6.74642 2.73950 -5.07876 0.9 0.4 -0.8
H 6.52504 4.23291 -3.09147 0.1 0.1 -0.1
H 4.85111 3.67944 -1.37028 -0.1 -0.4 -0.3
H 1.86185 2.84475 1.37988 0.5 0.2 0.0
H 0.37741 2.26768 2.87768 0.2 0.7 0.8
H -1.50702 0.91080 4.07534 0.1 0.1 -0.4
H -2.69391 -2.03196 1.76066 0.4 0.7 0.1
H -1.93097 -2.74168 3.91361 0.2 0.2 0.1
H -2.37214 -1.18533 4.67492 0.1 -0.1 -0.1
H -4.24816 -3.36060 3.68677 0.0 0.2 0.2
H -4.16832 -2.46597 5.25332 -0.4 -0.2 -0.3
H -5.23875 -0.70135 4.30165 0.3 -0.5 -0.5
H -4.63668 -0.68725 1.48532 0.6 -0.2 1.5
H -4.11224 0.45317 2.73495 0.0 0.2 0.2
H 0.74638 -0.64662 -0.72672 0.1 -0.4 -0.5
H 3.62122 0.24580 -3.76452 0.2 0.4 0.6
H 5.25754 0.89553 -5.44563 0.1 -0.2 0.0
```
Positions in Å, forces in eV/Å.

=====

Record 6
DFT (the ωB97M-V functional and the def2-TZVPD basis) results for a structure of composition C42H42Br2GeIMgN4OPS.

Output
HOMO level, eV: -7.1
Multiplicity: 1
HOMO-LUMO gap, eV: 6.90
Energy above the lowest of the compared OMol25 structures with the same formula, charge and spin, kJ/mol: 45.1

The geometry in XYZ format:
```
96
Properties=species:S:1:pos:R:3:forces:R:3
Mg 0.70384 -1.13791 1.89638 0.1 0.3 0.4
Br -3.06004 -2.28788 4.78861 0.0 0.0 0.0
C -2.96569 -2.78850 2.97155 -0.1 0.0 0.0
C -3.92813 -3.67339 2.46350 0.0 0.0 0.0
C -3.88673 -4.07714 1.16093 0.0 0.0 0.0
Br -5.20800 -5.28526 0.52757 0.0 0.0 0.0
C -2.87435 -3.60222 0.29195 0.0 0.0 0.0
C -2.73613 -3.98605 -1.05844 0.0 0.0 0.0
C -1.73266 -3.44945 -1.80971 0.0 0.0 0.0
C -0.86348 -2.51948 -1.21381 0.0 0.0 0.0
N -0.94439 -2.14531 0.03871 -0.1 0.0 0.0
C -1.93139 -2.68145 0.80478 0.1 0.0 0.0
C -1.94167 -2.26501 2.19156 0.0 0.2 0.0
O -1.04447 -1.45616 2.62761 -0.1 -0.3 0.1
H -4.70296 -4.04033 3.12237 0.0 0.0 0.0
H -3.43231 -4.69696 -1.48244 0.0 0.0 0.0
H -1.60337 -3.71501 -2.84995 0.0 0.0 0.0
H -0.06796 -2.08738 -1.81217 0.0 0.0 0.0
I 0.91957 0.60500 -1.81158 -0.3 0.2 0.0
C 1.21258 2.43090 -2.82079 0.1 0.0 -0.1
C 2.47410 2.55187 -3.34108 0.0 0.1 0.0
C 2.79230 3.56800 -4.26153 0.0 0.0 0.0
C 1.80561 4.39214 -4.70194 0.0 0.0 0.0
C 0.49104 4.29008 -4.18844 0.0 0.0 0.0
C -0.51570 5.12551 -4.73294 0.0 0.0 0.0
C -1.79504 5.05933 -4.28013 0.0 0.0 0.0
C -2.08895 4.22315 -3.18653 0.1 0.0 0.0
C -1.14721 3.42016 -2.59138 -0.1 0.0 0.0
P -1.50114 2.76610 -0.89702 -0.1 0.1 -0.2
C -2.65396 1.38281 -1.16551 0.1 -0.1 0.1
C -3.21281 0.80667 -0.02175 0.0 0.0 0.1
C -4.09138 -0.25779 -0.12574 0.0 -0.1 0.0
C -4.40029 -0.78387 -1.37474 0.0 0.0 0.0
C -3.82439 -0.23983 -2.51242 0.0 0.0 0.0
C -2.95722 0.84179 -2.40982 0.0 0.1 0.0
C -2.62924 4.06718 -0.26531 0.0 0.0 0.1
C -4.01961 3.99520 -0.26999 0.0 0.0 -0.1
C -4.78185 5.03102 0.25445 0.0 0.0 0.0
C -4.16469 6.15284 0.78663 0.0 0.0 0.0
C -2.77850 6.23115 0.80568 0.0 0.0 0.0
C -2.02034 5.18982 0.29594 0.0 0.0 0.0
C 0.17026 3.35628 -3.15866 0.1 -0.1 -0.1
H 3.22975 1.82469 -3.07855 0.0 0.0 0.0
H 3.79846 3.64131 -4.65174 0.0 0.0 0.0
H 2.00210 5.13930 -5.46094 0.0 0.0 0.0
H -0.23928 5.80824 -5.52734 0.0 0.0 0.0
H -2.56968 5.68214 -4.70760 0.0 0.0 0.0
H -3.08010 4.27053 -2.75758 -0.1 0.0 0.0
H -2.95794 1.19755 0.95838 0.0 0.0 0.0
H -4.52001 -0.68967 0.77060 0.0 0.0 0.0
H -5.08054 -1.62269 -1.45540 0.0 0.0 0.0
H -4.05346 -0.65136 -3.48748 0.0 0.0 0.0
H -2.52568 1.26911 -3.30746 0.0 0.0 0.0
H -4.51601 3.12763 -0.68602 0.0 0.0 0.0
H -5.86195 4.95812 0.24574 0.0 0.0 0.0
H -4.76019 6.95714 1.19858 0.0 0.0 0.0
H -2.28793 7.09338 1.23864 0.0 0.0 0.0
H -0.93820 5.24060 0.35452 0.0 0.0 0.0
C 2.72075 -6.53327 -1.00835 0.0 0.0 0.0
C 2.35127 -5.22734 -0.36970 0.0 0.0 0.0
C 1.70600 -5.17047 0.85766 0.0 0.0 0.0
C 1.39435 -3.94071 1.40862 0.0 0.0 0.0
N 1.66930 -2.78457 0.80537 0.0 -0.1 -0.2
C 2.29426 -2.83223 -0.37269 0.1 0.0 0.1
C 2.65517 -4.01502 -0.98449 0.0 0.0 0.0
H 2.34853 -7.37672 -0.43013 0.0 0.0 0.0
H 3.80505 -6.62497 -1.08822 0.0 0.0 0.0
H 2.31135 -6.59915 -2.01710 0.0 0.0 0.0
H 1.44731 -6.07564 1.39091 0.0 0.0 0.0
H 0.90118 -3.87322 2.37362 0.0 0.0 0.0
H 2.52608 -1.87993 -0.83695 0.0 0.0 0.0
H 3.16729 -3.99063 -1.93801 0.0 0.0 0.0
C 5.09603 -1.28210 4.93110 0.0 0.0 0.0
Ge 4.05823 -1.48369 3.26783 0.0 0.0 0.0
C 4.90411 -0.26136 1.95640 0.0 0.0 0.0
C 4.48238 -3.29743 2.62452 0.0 0.0 0.0
C 2.17121 -1.15232 3.48394 0.2 0.0 -0.1
H 6.17112 -1.36394 4.76147 0.0 0.0 0.0
H 4.80014 -2.05647 5.64102 0.0 0.0 0.0
H 4.89102 -0.31438 5.39308 0.0 0.0 0.0
H 5.79022 -0.73049 1.52507 0.0 0.0 0.0
H 5.22918 0.66658 2.43323 0.0 0.0 0.0
H 4.21687 -0.01586 1.14272 0.0 0.0 0.0
H 5.55865 -3.46140 2.70637 0.0 0.0 0.0
H 4.19708 -3.44489 1.58227 0.0 0.0 0.0
H 3.97959 -4.05437 3.22943 0.0 0.0 0.0
H 2.03822 -0.22921 4.06065 0.0 0.0 0.1
H 1.80238 -1.93695 4.16210 0.0 0.0 0.0
N 1.44693 3.02826 0.66486 0.2 0.1 0.5
C 1.46664 2.30022 1.79345 0.2 0.2 -0.4
N 2.64644 2.20211 2.42644 0.0 -0.1 0.1
S 0.07949 1.54718 2.38357 -0.2 -0.2 -0.2
H 2.21331 3.62129 0.39496 0.1 -0.1 0.0
H 0.55516 3.14310 0.20627 -0.2 -0.1 -0.1
H 3.50353 2.43465 1.95159 0.0 0.0 0.0
H 2.70159 1.50869 3.15637 0.0 0.0 0.0
```
Positions in Å, forces in eV/Å.

=====

- What is the HOMO-LUMO gap in the fifth record?
  8.46 eV